Density functional theory data (the ωB97M-V functional and the def2-TZVPD basis) for C4H8O2 as an isolated structure.

Values from the calculation:
Frontier orbital gap: 8.38 eV
LUMO: -0.65 eV
Energy above the lowest of the compared OMol25 structures with the same formula, charge and spin: 127.54 kcal/mol
Largest force on an atom: 0.55 eV/Å
E_HOMO: -9.03 eV

```
! wB97M-V def2-TZVPD RIJCOSX def2/J DEFGRID3
* xyz 0 1
O 1.440 1.083 -0.140
C 1.446 -0.084 -0.665
C 0.180 -1.247 0.251
C -0.817 -0.461 0.836
C -1.045 1.386 -0.186
O -1.237 1.206 -1.363
H 0.094 1.201 0.218
H 2.285 -0.742 -0.411
H 1.087 -0.183 -1.700
H 0.903 -1.674 0.940
H -0.115 -1.901 -0.566
H -1.850 -0.546 0.513
H -0.677 -0.087 1.849
H -1.694 2.049 0.424
*
```